{
  "formula": "C74H169N11O11",
  "method": "ωB97M-V with the def2-TZVPD basis set",
  "de_lowest_kcal_mol": 60.4,
  "max_force_ha_per_bohr": 0.0582,
  "gap_ev": 8.8,
  "smiles": "CC1(C)CCCC(C)(C)N1O.CC1(C)CCCC(C)(C)N1O.CC1(C)CCCC(C)(C)N1O.CC1(C)CCCC(C)(C)N1O.CC1(C)CCCC(C)(C)N1O.CC1(C)CCCC(C)(C)N1O.COC[C@H](C)N.COC[C@H](C)N.COC[C@H](C)N.COC[C@H](C)N.COC[C@H](C)N",
  "energy_ev": -118381.68773,
  "elements": ["C", "C", "C", "C", "C", "C", "C", "C", "C", "N", "O", "H", "H", "H", "H", "H", "H", "H", "H", "H", "H", "H", "H", "H", "H", "H", "H", "H", "H", "H", "C", "C", "C", "C", "C", "C", "C", "C", "C", "N", "O", "H", "H", "H", "H", "H", "H", "H", "H", "H", "H", "H", "H", "H", "H", "H", "H", "H", "H", "H", "C", "C", "C", "C", "C", "C", "C", "C", "C", "N", "O", "H", "H", "H", "H", "H", "H", "H", "H", "H", "H", "H", "H", "H", "H", "H", "H", "H", "H", "H", "C", "C", "C", "C", "C", "C", "C", "C", "C", "N", "O", "H", "H", "H", "H", "H", "H", "H", "H", "H", "H", "H", "H", "H", "H", "H", "H", "H", "H", "H", "C", "C", "C", "C", "C", "C", "C", "C", "C", "N", "O", "H", "H", "H", "H", "H", "H", "H", "H", "H", "H", "H", "H", "H", "H", "H", "H", "H", "H", "H", "C", "C", "C", "C", "C", "C", "C", "C", "C", "N", "O", "H", "H", "H", "H", "H", "H", "H", "H", "H", "H", "H", "H", "H", "H", "H", "H", "H", "H", "H", "C", "O", "C", "C", "C", "N", "H", "H", "H", "H", "H", "H", "H", "H", "H", "H", "H", "C", "O", "C", "C", "C", "N", "H", "H", "H", "H", "H", "H", "H", "H", "H", "H", "H", "C", "O", "C", "C", "C", "N", "H", "H", "H", "H", "H", "H", "H", "H", "H", "H", "H", "C", "O", "C", "C", "C", "N", "H", "H", "H", "H", "H", "H", "H", "H", "H", "H", "H", "C", "O", "C", "C", "C", "N", "H", "H", "H", "H", "H", "H", "H", "H", "H", "H", "H"],
  "positions_angstrom": [[-4.2698, 3.8433, -2.0130], [-4.8948, 4.1417, -0.6211], [-4.2747, 3.1796, 0.4543], [-4.5071, 5.5741, -0.1796], [-5.3676, 6.6251, -0.8728], [-6.8885, 6.4240, -0.7047], [-7.2372, 5.0407, -1.2448], [-8.7212, 4.7076, -0.8480], [-7.1008, 5.0157, -2.8328], [-6.3434, 4.0032, -0.5739], [-6.6933, 2.7435, -1.2485], [-4.5754, 4.6169, -2.7641], [-3.1420, 3.9524, -1.9045], [-4.6045, 2.8343, -2.3229], [-4.4394, 3.5719, 1.4841], [-4.7230, 2.1873, 0.2742], [-3.2119, 3.0559, 0.2157], [-4.6268, 5.7030, 0.9240], [-3.4618, 5.7580, -0.4311], [-4.9705, 7.6218, -0.5584], [-5.2484, 6.5587, -1.9755], [-7.3615, 7.2736, -1.2244], [-7.2342, 6.4954, 0.3403], [-9.2788, 5.6096, -0.9076], [-8.8479, 4.2875, 0.1400], [-9.1459, 4.0370, -1.5731], [-6.8480, 3.9985, -3.2761], [-6.4419, 5.8097, -3.2110], [-8.0423, 5.2926, -3.3058], [-7.1175, 2.2740, -0.4741], [4.2622, -2.5352, -7.2450], [4.1110, -2.0941, -5.8416], [5.4016, -2.4825, -5.0654], [3.9471, -0.5212, -5.8680], [3.3960, -0.0095, -4.5402], [2.1339, -0.7009, -4.1100], [2.2524, -2.2830, -4.0611], [3.0191, -2.8026, -2.7684], [0.8866, -2.8876, -4.0026], [2.8501, -2.6873, -5.3020], [3.1659, -4.0622, -5.2734], [3.3106, -2.4194, -7.7547], [4.9666, -1.8570, -7.7199], [4.5916, -3.5913, -7.3199], [5.3788, -2.1419, -4.0282], [5.6652, -3.5293, -5.0590], [6.2465, -1.9740, -5.5704], [4.8276, -0.0202, -6.2490], [3.0883, -0.4807, -6.5760], [4.2205, -0.0514, -3.7954], [3.1394, 1.0402, -4.5450], [1.3377, -0.5352, -4.8509], [1.6897, -0.2853, -3.1808], [3.7710, -2.1784, -2.3944], [3.5333, -3.7319, -2.9897], [2.3265, -2.9058, -1.9475], [0.3370, -2.2794, -3.2774], [0.9037, -3.9047, -3.5591], [0.3515, -2.9501, -4.9816], [2.6380, -4.3675, -6.0086], [1.0723, 2.9682, 4.2928], [1.1991, 4.3753, 3.7304], [1.1243, 5.4737, 4.8606], [2.5646, 4.3751, 3.0451], [2.7588, 5.5999, 2.1654], [1.6811, 5.5862, 1.0953], [0.2462, 5.6242, 1.6478], [-0.1170, 7.1057, 2.1168], [-0.6468, 5.2285, 0.4712], [0.2087, 4.5389, 2.6663], [-1.1151, 4.4771, 3.2490], [1.7297, 2.9442, 5.1768], [0.0740, 2.8254, 4.6734], [1.3214, 2.1323, 3.6174], [1.7376, 5.3695, 5.7084], [1.2705, 6.4988, 4.5736], [0.1229, 5.4227, 5.2913], [3.3756, 4.1796, 3.7046], [2.5249, 3.5247, 2.3559], [2.7311, 6.4642, 2.7933], [3.7439, 5.6305, 1.6755], [1.7421, 4.7033, 0.4403], [1.9087, 6.4667, 0.4217], [0.1184, 7.7390, 1.2535], [0.6098, 7.3749, 2.8885], [-1.1303, 7.2096, 2.5612], [-0.4382, 4.1992, 0.2498], [-0.4108, 5.8838, -0.3963], [-1.7028, 5.2136, 0.6942], [-1.2914, 5.3516, 3.5999], [1.4796, 1.0843, 0.2331], [0.1466, 0.2679, 0.4017], [-0.6557, 0.5148, -0.9142], [0.5170, -1.1992, 0.6263], [-0.6613, -2.0534, 1.0383], [-1.2400, -1.5877, 2.3518], [-1.7375, -0.0992, 2.2446], [-3.0146, -0.0990, 1.4243], [-1.9918, 0.4486, 3.5828], [-0.5956, 0.6749, 1.6498], [-1.0749, 2.0235, 1.5226], [2.0591, 1.0918, 1.1032], [2.0641, 0.5392, -0.5033], [1.2708, 2.1093, -0.1687], [-0.8860, 1.5521, -0.8960], [-0.0659, 0.2088, -1.7784], [-1.5603, -0.0429, -0.9814], [0.9809, -1.4920, -0.3237], [1.2382, -1.1842, 1.4455], [-1.4172, -2.0494, 0.2514], [-0.4594, -3.0748, 1.0994], [-0.3877, -1.5234, 3.1079], [-2.0360, -2.1648, 2.7940], [-2.8854, -0.6737, 0.5043], [-3.3243, 0.9518, 1.2003], [-3.7785, -0.5658, 2.0584], [-1.2036, 0.1210, 4.2755], [-2.9236, 0.0674, 3.9103], [-2.0205, 1.5288, 3.5751], [-0.7298, 2.5734, 2.2604], [2.6920, 3.3117, -6.9298], [2.2870, 4.1191, -5.6865], [2.6753, 5.5430, -5.9168], [0.7947, 3.9661, -5.4992], [0.3357, 4.4397, -4.1103], [1.1847, 3.8428, -3.0074], [2.6960, 4.0389, -3.1365], [3.1013, 5.4880, -2.8374], [3.3790, 3.1486, -2.0882], [3.0370, 3.5166, -4.5018], [4.4317, 3.7410, -4.7424], [1.9572, 3.6699, -7.6744], [3.6060, 3.5710, -7.4853], [2.6158, 2.2485, -6.7921], [3.6962, 5.7045, -5.5432], [2.7613, 5.7128, -7.0193], [2.0347, 6.3622, -5.5176], [0.2604, 4.4409, -6.3325], [0.5509, 2.8928, -5.5802], [0.4249, 5.5178, -3.9723], [-0.7463, 4.1822, -4.0289], [1.1145, 2.7415, -2.9335], [0.7908, 4.2723, -2.0407], [2.4519, 6.1962, -3.3058], [4.0275, 5.6612, -3.3780], [3.1018, 5.6882, -1.7682], [4.4095, 3.4751, -1.9593], [3.3199, 2.1236, -2.4458], [2.8765, 3.1453, -1.1317], [4.7966, 2.8374, -4.7241], [4.7307, -3.3705, 0.9349], [5.2158, -2.0992, 1.7043], [6.7315, -2.1061, 1.7099], [4.5589, -0.8165, 0.9566], [4.7037, 0.4776, 1.7999], [4.1211, 0.2661, 3.1758], [4.6644, -0.9713, 3.8974], [6.0909, -0.8132, 4.4705], [3.8326, -1.0950, 5.1366], [4.5570, -2.0931, 3.0456], [4.9962, -3.2506, 3.7647], [4.8808, -3.1374, -0.1050], [5.3518, -4.2417, 1.1763], [3.6692, -3.6350, 1.1712], [7.1588, -2.5444, 2.6168], [7.2106, -2.6889, 0.9253], [7.2166, -1.1081, 1.5793], [4.9979, -0.6302, -0.0443], [3.5031, -1.0895, 0.9371], [5.7506, 0.7974, 1.8088], [4.1285, 1.2831, 1.3180], [3.0295, -0.0219, 3.2174], [4.2189, 1.1295, 3.8043], [6.2169, -0.0223, 5.1962], [6.8598, -0.6420, 3.7192], [6.3636, -1.7247, 4.9441], [3.9752, -0.0958, 5.5482], [4.2191, -1.8430, 5.8295], [2.7445, -1.1957, 4.9301], [4.1819, -3.7860, 3.6885], [0.2511, -7.2262, 7.1885], [-0.7373, -6.2373, 7.6354], [-0.0916, -5.0675, 8.1567], [0.1625, -4.0560, 7.0633], [0.9856, -2.8306, 7.5862], [-1.1468, -3.5246, 6.5447], [-0.2801, -8.1660, 7.1186], [1.0470, -7.3942, 7.9565], [0.7570, -7.0028, 6.2574], [-0.8114, -4.6012, 8.8996], [0.8347, -5.3786, 8.6697], [0.6735, -4.5765, 6.2505], [1.9146, -3.1897, 7.9753], [0.3662, -2.3263, 8.3773], [1.1686, -2.1295, 6.7825], [-1.0357, -2.9588, 5.6894], [-1.7969, -4.2917, 6.3342], [0.5767, -5.2952, -0.1036], [-0.5059, -5.5193, 0.7228], [-1.7253, -5.0266, 0.1169], [-2.7127, -4.8013, 1.3016], [-3.3641, -6.1334, 1.7534], [-3.7658, -3.9504, 0.8242], [0.2924, -5.5862, -1.1097], [1.4261, -5.8138, 0.3130], [0.7436, -4.2135, -0.2342], [-1.5028, -4.0540, -0.4100], [-2.1755, -5.7086, -0.6063], [-2.2179, -4.2793, 2.1364], [-3.6485, -6.7649, 0.9171], [-4.2606, -5.8329, 2.3161], [-2.6375, -6.6824, 2.4003], [-4.2836, -3.7316, 1.6578], [-3.5395, -3.0814, 0.4144], [-1.9858, 0.0658, -4.8587], [-1.9017, -1.3233, -4.6370], [-2.6296, -1.6872, -3.4383], [-2.6369, -3.1483, -3.2237], [-2.9894, -3.9193, -4.5018], [-3.5379, -3.2496, -2.1102], [-2.9858, 0.4571, -4.6250], [-1.6529, 0.3608, -5.8628], [-1.2976, 0.5153, -4.1214], [-2.3093, -1.1240, -2.5582], [-3.7108, -1.3853, -3.5395], [-1.5985, -3.4830, -2.8063], [-3.0600, -4.9915, -4.2900], [-2.1885, -3.7522, -5.1940], [-3.9308, -3.5492, -4.8035], [-3.5502, -4.1640, -1.6345], [-4.4800, -2.8491, -2.2810], [1.6106, -3.9164, 3.2154], [2.7689, -4.6916, 3.4749], [2.4925, -6.0511, 3.6784], [3.5823, -6.7382, 4.5678], [4.9743, -6.6048, 3.9177], [3.2635, -8.1427, 4.7914], [1.9246, -2.9501, 2.7823], [1.0061, -3.6541, 4.0970], [0.9318, -4.3657, 2.5011], [1.5018, -6.1928, 4.1043], [2.5246, -6.5159, 2.7158], [3.5754, -6.2503, 5.5861], [5.0238, -6.9389, 2.8982], [5.6590, -7.3691, 4.4645], [5.3226, -5.5729, 3.9153], [2.2631, -8.1623, 5.0767], [3.3663, -8.7584, 3.9844], [-7.1339, -0.8891, -3.9533], [-6.8525, -1.8106, -2.9777], [-7.3509, -1.4964, -1.6819], [-6.7955, -0.1756, -1.1209], [-5.2899, -0.2283, -0.9555], [-7.4634, 0.1826, 0.1286], [-8.1336, -0.5341, -3.8192], [-7.0259, -1.3115, -4.9413], [-6.5235, -0.0096, -3.9584], [-8.4124, -1.3878, -1.7179], [-7.0219, -2.2779, -0.9700], [-7.0556, 0.5406, -1.8685], [-4.7459, -0.3577, -1.8900], [-4.9486, -1.0522, -0.3042], [-4.9892, 0.7785, -0.6148], [-6.9693, -0.2143, 0.8801], [-8.3882, -0.1944, 0.2168]]
}